Entry 1:
This record from OMol25 describes a structure of composition C37H45BN10O3S5Ti. The level of theory is the ωB97M-V functional and the def2-TZVPD basis.

```
102
Properties=species:S:1:pos:R:3:lowdin_charge:R:1
Ti 2.7378 -0.3955 -2.5996 0.51
C 5.0332 1.9504 1.7165 -0.06
C 3.5743 1.9624 1.4000 -0.23
C 2.6418 2.5322 2.2080 0.07
C 1.2754 2.5285 1.8363 -0.20
N 0.8800 1.9572 0.7363 0.19
N 1.7805 1.3569 -0.0488 0.02
B 1.2377 0.6940 -1.3566 -0.70
N 0.3980 1.7669 -2.1243 -0.03
N -0.8792 1.9175 -1.7636 0.19
C -1.6022 2.8195 -2.3573 -0.20
C -1.0351 3.6750 -3.3366 0.06
C 0.2513 3.5025 -3.7392 -0.23
C 0.8914 4.3215 -4.8102 -0.06
C 0.9863 2.4410 -3.1232 -0.61
S 2.5147 1.9475 -3.6732 0.75
C -3.0770 2.9002 -1.9952 -0.55
C -3.9068 2.7463 -3.2786 -0.04
C -3.4631 1.7871 -1.0212 -0.05
C -3.3666 4.2654 -1.3582 -0.03
N 0.2153 -0.4566 -0.9881 0.00
N -0.1209 -0.7017 0.2712 0.21
C -1.0215 -1.6196 0.5112 -0.20
C -1.6813 -2.2925 -0.5339 0.06
C -1.3036 -2.0835 -1.8284 -0.24
C -1.8988 -2.8143 -2.9870 -0.04
C -0.2580 -1.1535 -2.0337 -0.57
S 0.4964 -0.9003 -3.5601 0.80
C -1.3556 -1.8978 1.9692 -0.45
C -2.7521 -1.3182 2.2526 -0.01
C -0.3457 -1.2418 2.9146 -0.01
C -1.4543 -3.4001 2.2612 -0.05
C 3.0982 1.3558 0.1999 -0.55
S 4.1818 0.6569 -0.9197 0.78
C 0.2307 3.2248 2.6945 -0.54
C 0.5226 4.7331 2.6812 -0.04
C -1.1690 2.9796 2.1383 -0.05
C 0.3042 2.6972 4.1334 -0.03
H 5.2269 2.4484 2.6646 0.09
H 5.5989 2.4472 0.9265 0.09
H 5.4028 0.9249 1.7685 0.09
H 2.9451 3.0045 3.1336 0.13
H -1.6457 4.4434 -3.7948 0.12
H 0.2155 5.0997 -5.1606 0.08
H 1.1784 3.6861 -5.6498 0.09
H 1.8104 4.7790 -4.4406 0.09
H -3.6968 1.7906 -3.7632 0.09
H -3.7029 3.5438 -3.9958 0.08
H -4.9706 2.7808 -3.0371 0.09
H -3.2846 0.8033 -1.4599 0.08
H -4.5246 1.8718 -0.7802 0.09
H -2.8870 1.8466 -0.0993 0.06
H -3.1165 5.0883 -2.0306 0.08
H -2.7993 4.3954 -0.4343 0.08
H -4.4286 4.3441 -1.1184 0.09
H -2.4627 -3.0084 -0.3104 0.13
H -2.6890 -3.4875 -2.6584 0.09
H -1.1288 -3.3886 -3.5047 0.08
H -2.3093 -2.1108 -3.7139 0.09
H -2.7586 -0.2464 2.0481 0.08
H -3.0161 -1.4750 3.2997 0.10
H -3.5165 -1.7880 1.6289 0.09
H -0.3937 -0.1571 2.8153 0.06
H 0.6830 -1.5304 2.6950 0.08
H -0.5664 -1.5268 3.9445 0.10
H -2.2052 -3.9014 1.6539 0.13
H -1.7062 -3.5303 3.3143 0.13
H 0.6096 -3.6195 2.4813 0.09
H 0.4819 5.1271 1.6637 0.09
H 1.5078 4.9578 3.0955 0.08
H -0.2204 5.2595 3.2827 0.09
H -1.2537 3.3543 1.1181 0.06
H -1.9043 3.4869 2.7653 0.09
H -1.4023 1.9132 2.1145 0.07
H 1.2781 2.8777 4.5912 0.08
H 0.1042 1.6244 4.1724 0.08
H -0.4441 3.2037 4.7451 0.09
S 5.8877 -0.1148 -6.1114 0.64
C 4.8303 -0.4020 -4.9685 -0.96
N 4.0341 -0.6403 -4.1153 -0.11
O 1.6850 -4.0861 3.9467 -0.35
S 0.6380 -4.9689 4.4836 0.46
O 1.0846 -6.1775 5.1025 -0.29
O -0.4285 -4.2313 5.1384 -0.33
C -0.1691 -5.3926 2.9056 -0.26
N -0.7312 -6.4348 2.4941 0.14
C -1.1878 -6.4826 1.1736 -0.12
C -0.6990 -5.6390 0.2408 -0.04
C 0.1244 -4.5459 0.6708 -0.18
N -0.1653 -4.1567 2.0584 0.00
C 1.1571 -3.9354 0.0034 -0.15
C 1.4012 -4.1345 -1.3998 0.00
C 2.1654 -3.2492 -2.0859 -0.16
N 2.7744 -2.1629 -1.5158 -0.12
C 2.7938 -2.1683 -0.1472 -0.15
C 2.0593 -3.0046 0.6193 0.00
H -1.8333 -7.3160 0.9378 0.10
H -0.8822 -5.8090 -0.8118 0.11
H 0.9591 -4.9694 -1.9250 0.11
H 2.2993 -3.3513 -3.1557 0.11
H 3.4419 -1.4345 0.3085 0.07
H 2.1912 -2.9689 1.6946 0.10
```

Highest occupied orbital energy: -7.5 eV
LUMO energy: -0.0399 Ha
Gap between HOMO and LUMO: 6.5 eV
Electronic energy: -5075.6005 hartree



Entry 2:
This record from OMol25 describes a structure of composition C37H45ClLaN5O3S3. The level of theory is the ωB97M-V functional and the def2-TZVPD basis.

```
95
Properties=species:S:1:pos:R:3:lowdin_charge:R:1
La 0.2200 0.5239 0.6670 1.94
C 1.3788 2.1449 3.7111 -0.16
C -0.0546 2.7018 3.7186 -0.10
C -1.1223 1.6500 3.8712 -0.30
C -1.9404 1.6536 4.9949 0.01
C -2.9783 0.7447 5.0949 -0.02
C -3.1572 -0.1638 4.0627 -0.03
C -2.2802 -0.1275 2.9983 -0.17
N -1.2765 0.7529 2.8868 -0.05
N 1.9113 1.9626 2.3437 -0.25
C 2.3226 3.2724 1.8211 -0.13
C 2.6468 3.2431 0.3488 -0.26
C 3.5248 4.1742 -0.1880 0.01
C 3.8396 4.1064 -1.5339 -0.02
C 3.2718 3.0972 -2.2973 -0.02
C 2.3780 2.2380 -1.6914 -0.15
N 2.0537 2.3039 -0.3931 0.00
C 3.0949 1.0843 2.3796 -0.13
C 2.7796 -0.3459 2.7459 -0.28
C 3.8224 -1.1868 3.1100 0.01
C 3.5404 -2.4929 3.4630 -0.02
C 2.2139 -2.9035 3.4834 -0.03
C 1.2417 -2.0037 3.0990 -0.13
N 1.5077 -0.7520 2.7037 0.00
H 1.3876 1.1831 4.2174 0.12
H 2.0354 2.8211 4.2707 0.14
H -0.2506 3.2453 2.7880 0.10
H -0.1578 3.4151 4.5336 0.13
H -1.7688 2.3799 5.7776 0.13
H -3.6383 0.7505 5.9518 0.13
H -3.9603 -0.8874 4.0890 0.12
H -2.3878 -0.8338 2.1831 0.07
H 3.1963 3.6422 2.3712 0.14
H 1.5157 3.9902 1.9846 0.13
H 3.9625 4.9335 0.4468 0.13
H 4.5145 4.8250 -1.9789 0.12
H 3.5158 2.9792 -3.3435 0.12
H 1.8815 1.4744 -2.2780 0.10
H 3.8356 1.4681 3.0927 0.15
H 3.5518 1.0802 1.3868 0.13
H 4.8379 -0.8128 3.1136 0.13
H 4.3360 -3.1728 3.7361 0.12
H 1.9479 -3.9044 3.7922 0.12
H 0.1966 -2.2823 3.1200 0.10
C -1.5143 1.5165 -2.8880 -0.49
C -2.7808 0.7671 -2.5106 -0.46
S -2.6772 -0.1210 -0.9154 0.82
C -4.2324 0.4296 -0.1354 -0.50
C -4.3548 1.9220 0.1434 -0.48
S -2.8942 2.6294 0.9809 0.84
C -2.6166 4.1252 -0.0138 -0.51
C -2.2067 3.8818 -1.4610 -0.47
S -0.8486 2.6707 -1.6480 0.84
H -1.6815 2.0781 -3.8071 0.10
H -0.6984 0.8131 -3.0447 0.05
H -2.9864 0.0271 -3.2831 0.09
H -3.6390 1.4339 -2.4470 0.07
H -4.2854 -0.1363 0.7950 0.06
H -5.0521 0.1019 -0.7743 0.09
H -5.2159 2.0868 0.7900 0.09
H -4.5116 2.4915 -0.7708 0.07
H -1.8339 4.6619 0.5237 0.07
H -3.5222 4.7306 0.0196 0.09
H -1.8550 4.8203 -1.8869 0.08
H -3.0448 3.5319 -2.0611 0.07
C 1.4464 -1.9301 -6.3381 -0.02
C 0.9568 -2.9639 -5.3630 -0.19
C 0.4454 -4.1769 -5.8021 -0.05
C -0.0087 -5.1291 -4.9003 -0.67
Cl -0.6304 -6.6337 -5.4813 0.70
C 0.0241 -4.8798 -3.5409 -0.11
C 0.5368 -3.6738 -3.0873 -0.01
C 1.0182 -2.7361 -3.9877 -0.22
O 1.5386 -1.5256 -3.5810 -0.03
C 2.2869 -1.5081 -2.3997 -0.09
C 1.5437 -0.8429 -1.2623 -0.66
O 2.1275 -0.6979 -0.1568 -0.13
O 0.3667 -0.4113 -1.4399 -0.26
H 1.0949 -2.1549 -7.3425 0.09
H 2.5377 -1.9022 -6.3576 0.09
H 1.0985 -0.9369 -6.0561 0.08
H 0.4113 -4.3866 -6.8631 0.12
H -0.3491 -5.6207 -2.8473 0.10
H 0.5589 -3.4666 -2.0234 0.10
H 3.1980 -0.9263 -2.5740 0.15
H 2.5933 -2.5038 -2.0720 0.15
C -2.6450 -4.6886 1.3580 -0.07
C -1.6701 -4.2626 0.2473 -0.19
C -1.1121 -2.9571 0.5216 -0.16
N -0.6988 -1.9160 0.7698 0.08
H -3.1017 -5.6371 1.0859 0.09
H -3.4345 -3.9492 1.4872 0.08
H -2.1308 -4.8155 2.3095 0.08
H -2.1839 -4.2171 -0.7153 0.13
H -0.8565 -4.9838 0.1526 0.13
```

Net charge: +2
Highest occupied orbital energy: -12.2 eV
LUMO energy: -0.1670 Ha
Gap between HOMO and LUMO: 7.7 eV
Electronic energy: -3622.5239 hartree